1.
Density functional theory data (wB97M-V/def2-TZVPD) for a molecular structure, C27H35AuN4O6Sb in a non-equilibrium geometry.

```
74
Properties=species:S:1:pos:R:3:forces:R:3:mulliken_spin:R:1
O -1.1880 4.4980 -1.0320 1.6 -4.4 0.1 0.226
H -1.1362 5.3346 -1.3345 -0.5 5.0 -1.1 -0.014
Au 0.1518 1.9957 -0.9341 -0.8 -4.8 0.9 0.259
N 0.0896 0.5742 -2.4958 -0.3 -0.9 -1.2 0.260
N -1.8879 1.8328 -1.2446 -2.9 -0.4 0.5 0.225
N 2.0847 1.4847 -0.3115 2.0 0.7 2.8 0.111
N 0.2648 2.7841 0.9468 1.6 0.9 2.4 0.096
O 1.1182 -0.1035 -2.9271 -1.1 1.4 0.8 0.263
O 2.9128 0.6277 -0.9543 -0.5 0.1 -0.5 0.029
O -0.8600 3.1389 1.6306 1.4 0.1 0.3 0.006
O -2.7757 2.1732 -0.3612 1.8 -0.3 -2.1 0.394
C -2.2030 1.1047 -2.3402 -0.5 0.4 1.2 0.034
C -1.1548 0.3733 -2.9730 1.4 0.0 0.3 -0.060
C 2.4758 2.0236 0.8437 0.3 -2.1 -3.1 -0.003
C 1.4475 2.7540 1.5459 -3.2 0.6 0.1 0.002
C -1.3624 -0.6501 -4.0360 -0.2 0.1 -0.3 0.009
H -1.4528 -1.6621 -3.6162 0.1 0.2 0.0 -0.007
H -0.5127 -0.6445 -4.7285 -0.2 0.0 0.2 -0.005
H -2.2770 -0.4283 -4.5922 0.2 -0.1 0.1 0.002
C -3.6352 0.9892 -2.7002 -0.3 0.1 -0.2 0.018
H -4.1424 1.9043 -2.3715 0.0 -0.3 -0.1 0.001
H -4.1155 0.1270 -2.2094 0.2 0.2 -0.1 0.006
H -3.7313 0.8690 -3.7796 -0.2 0.0 0.1 0.002
C 3.8197 1.7157 1.3942 0.3 0.4 0.3 0.006
C 1.6354 3.3002 2.9147 -0.1 0.1 0.2 0.004
H 4.5572 1.6179 0.5940 -0.2 0.0 0.0 -0.001
H 3.8195 0.7811 1.9707 -0.2 0.1 -0.2 -0.002
H 4.1417 2.5134 2.0691 0.0 -0.1 -0.1 0.001
H 0.8236 4.0062 3.1268 0.3 -0.2 0.0 0.001
H 2.6014 3.8086 2.9743 -0.2 0.0 0.1 0.000
H 1.6227 2.4968 3.6662 0.0 0.2 -0.2 0.000
H 2.3703 0.3308 -1.7647 0.4 0.2 0.6 -0.007
H -1.5320 3.2573 0.9360 -0.4 0.3 -0.4 -0.004
C 0.9960 3.1102 -2.1798 0.1 6.4 -3.4 0.250
H 0.9886 2.9699 -3.2556 -0.7 -1.1 -0.2 -0.010
H 2.0033 3.4525 -2.0704 0.9 -0.3 1.2 -0.001
H 0.0839 4.3578 -1.9120 -0.4 -2.6 1.1 -0.053
O 2.9394 1.1518 -5.0100 0.1 -1.4 3.3 0.003
H 3.8448 1.1477 -4.5642 -1.7 0.1 -1.0 0.000
H 2.3548 0.6827 -4.2780 1.6 1.3 -2.3 -0.001
C -0.5010 -4.3281 -2.7099 0.0 0.2 0.1 -0.001
C -1.6374 -4.0769 -1.9345 0.1 0.2 0.1 0.000
C -1.6130 -3.0796 -0.9489 -0.2 -0.1 -0.1 0.007
C -0.4537 -2.3248 -0.7451 0.2 0.3 0.4 -0.012
C 0.6726 -2.5675 -1.5296 0.3 -0.3 -0.1 0.004
C 0.6557 -3.5702 -2.5051 -0.1 0.0 0.1 -0.001
Sb -0.4394 -0.6967 0.7070 -0.3 -0.5 0.4 -0.027
C -2.0816 -1.3850 1.9527 0.4 0.3 -0.2 -0.007
C -3.2945 -0.6923 1.9142 -0.2 -0.2 0.1 0.009
C -4.3839 -1.1717 2.6545 0.2 -0.2 0.1 0.002
C -4.2498 -2.3251 3.4417 0.3 0.3 -0.3 0.001
C -3.0202 -2.9925 3.4929 0.1 0.1 -0.1 -0.001
C -1.9261 -2.5193 2.7551 -0.3 -0.1 0.1 0.000
C 1.2234 -0.9595 2.0901 -0.4 -0.3 -0.4 -0.005
C 1.1725 -0.2853 3.3140 0.2 0.1 0.1 0.001
C 2.2636 -0.3439 4.1906 -0.1 -0.1 -0.1 0.000
C 3.3931 -1.0982 3.8537 -0.2 0.0 -0.1 -0.001
C 3.4268 -1.7922 2.6395 -0.1 -0.1 0.0 0.000
C 2.3380 -1.7309 1.7597 0.3 0.1 0.1 0.000
H -0.5143 -5.1150 -3.4698 0.0 0.3 0.3 0.000
H -2.5471 -4.6634 -2.0858 0.3 0.2 0.1 0.000
H -2.5051 -2.9045 -0.3392 0.3 -0.1 -0.2 0.001
H 1.5944 -1.9995 -1.3779 -0.3 -0.2 -0.1 0.002
H 1.5519 -3.7508 -3.1036 -0.3 0.0 0.2 0.000
H -3.3977 0.2109 1.3078 0.0 -0.3 0.2 -0.012
H -5.3367 -0.6417 2.6142 0.3 -0.2 0.0 0.000
H -5.1007 -2.6959 4.0140 0.3 0.1 -0.2 0.000
H -2.9059 -3.8881 4.1088 0.0 0.3 -0.2 0.000
H -0.9685 -3.0424 2.8122 -0.3 0.1 -0.1 0.000
H 0.2826 0.2845 3.6009 0.2 -0.2 -0.1 0.000
H 2.2197 0.1919 5.1426 0.0 -0.2 -0.3 0.000
H 4.2375 -1.1539 4.5449 -0.3 0.0 -0.3 0.000
H 4.2990 -2.3970 2.3773 -0.3 0.2 0.1 0.000
H 2.3654 -2.2964 0.8246 0.0 0.2 0.3 0.000
```
Positions in Å, forces in eV/Å.

The HOMO energy (alpha / beta) comes out at -0.4007 / -0.3636 Ha. As for the net charge: +1. For the molecular weight, the calculation gives 830.3 g/mol. The largest force on an atom comes out at 7.2 eV/A. Its spin multiplicity is 3.



2.
Density functional theory data (wB97M-V/def2-TZVPD) for 2 unconnected molecules or ions with the total composition C2H7S in a non-equilibrium geometry.

```
10
Properties=species:S:1:pos:R:3:forces:R:3:mulliken_charge:R:1
C -0.7246 0.6073 1.7803 -0.4 -0.8 0.3 -0.838
H -0.8796 1.1591 0.8152 0.1 -1.0 0.8 0.189
H -1.6941 0.4339 2.3224 0.7 0.2 -0.8 0.231
H -0.1574 1.2756 2.4312 0.2 -0.2 0.0 0.232
H -0.2073 -0.4157 1.6991 -0.7 1.8 -0.3 0.187
C 0.7923 -0.5273 -1.7184 -0.5 0.4 -0.4 -0.583
S 0.1007 -1.8486 -2.8353 0.2 0.5 0.3 -0.785
H 1.7174 -0.0720 -2.1370 -0.2 -0.6 0.5 0.208
H 0.1190 0.3716 -1.6417 0.2 -0.9 0.2 0.096
H 0.9336 -0.9839 -0.7158 0.2 0.6 -0.5 0.064
```
Positions in Å, forces in eV/Å.

The HOMO energy comes out at -0.0725 Ha. As for the net charge: -1. Its energy above the lowest of the compared OMol25 structures with the same formula, charge and spin is 16.2 kcal/mol. For the molecular weight, the calculation gives 63.1 g/mol. The largest force on an atom comes out at 1.9 eV/A.



3.
Density functional theory data (wB97M-V/def2-TZVPD) for a molecular structure, C23H28IrN8O5S3 in a non-equilibrium geometry.

```
68
Properties=species:S:1:pos:R:3:forces:R:3:mulliken_charge:R:1
Ir 0.1038 -0.1103 0.2162 0.3 1.2 0.1 1.384
S 2.4869 0.3232 0.1733 -1.9 -0.8 -0.3 -0.292
C 2.6202 1.3897 1.5415 -0.1 0.2 0.4 0.387
C 3.7012 2.2692 1.5981 0.0 0.0 0.0 -0.881
C 3.9042 3.0808 2.7019 -0.3 -0.2 0.2 0.397
C 4.9456 4.0604 2.7067 0.2 0.1 0.0 -0.166
N 5.7555 4.8748 2.7143 0.0 -0.1 0.0 -0.445
C 3.0421 2.9718 3.8106 0.1 -0.2 -0.3 0.390
C 1.9514 2.1212 3.7428 -0.1 0.1 0.0 -1.106
C 1.7073 1.3652 2.6006 0.4 0.4 -0.1 1.018
S 0.2417 0.4202 2.5513 -0.4 -0.9 -1.7 -0.428
C 3.2927 3.7273 4.9977 0.0 0.2 0.2 -0.212
N 3.4997 4.3179 5.9610 -0.1 0.0 0.0 -0.454
H 4.3826 2.3269 0.7596 0.0 0.0 0.0 0.520
H 1.2656 2.0581 4.5781 0.0 0.1 0.0 0.467
C -4.9018 -0.9576 0.5718 0.1 -0.3 0.2 -1.027
C -3.3975 -1.1207 0.9081 0.0 -0.1 0.0 -0.518
N -2.6076 -0.1127 0.2087 0.8 0.0 -0.1 0.166
C -2.9728 1.2218 0.6945 -0.1 0.1 0.1 -0.287
C -4.4902 1.4601 0.5029 0.3 0.3 0.3 -0.810
N -5.0483 0.2860 -0.2424 -0.2 0.0 0.0 -0.005
C -4.3323 0.1301 -1.5468 0.3 0.0 -0.4 -0.793
C -2.8514 -0.1910 -1.2353 0.0 0.0 0.0 -0.448
H -5.5101 -0.8631 1.4696 0.0 0.1 -0.1 0.323
H -5.2852 -1.7931 -0.0121 0.0 0.1 -0.1 0.397
H -3.0488 -2.1092 0.6098 0.0 0.0 0.0 0.103
H -3.2321 -1.0069 1.9787 0.0 0.0 0.0 0.572
H -2.3842 1.9499 0.1415 0.0 0.0 0.0 0.144
H -2.6935 1.3031 1.7444 0.0 0.0 0.0 0.494
H -4.6861 2.3599 -0.0775 -0.1 -0.1 -0.1 0.384
H -5.0150 1.5454 1.4533 -0.1 -0.1 -0.1 0.292
H -6.0374 0.4495 -0.4247 0.0 0.0 0.0 0.306
H -4.4329 1.0616 -2.1010 -0.1 0.0 0.1 0.338
H -4.8120 -0.6611 -2.1204 -0.1 0.0 0.1 0.329
H -2.1903 0.5248 -1.7215 -0.1 0.0 0.0 0.454
H -2.5844 -1.1901 -1.5818 -0.1 0.0 0.0 0.463
O 0.4631 3.8686 -0.8967 -0.1 -0.3 -0.1 -0.493
C 0.1130 2.7595 -0.7926 0.3 0.4 0.2 0.743
N -0.3374 1.6391 -0.7082 0.3 -0.6 0.7 -0.623
C -4.1728 -7.3328 4.0924 0.0 -0.1 0.0 -1.386
C -3.4432 -6.3956 3.1390 0.2 -0.4 -0.3 -0.262
S -2.6548 -7.4258 1.8756 -0.1 0.5 -0.2 1.200
O -1.5280 -8.0827 2.4733 0.2 0.0 0.1 -0.629
O -3.6768 -8.1819 1.2157 -0.2 0.0 -0.1 -0.671
C -1.9956 -6.2394 0.6610 -0.1 -0.3 0.6 -0.403
C -0.6294 -5.7425 1.1241 -0.1 -0.2 0.0 -1.365
N -0.2382 -4.5118 0.4362 0.0 0.0 -0.3 0.310
C -0.3954 -3.2715 0.9343 0.1 0.0 0.0 0.994
N -0.0144 -2.3535 0.0447 0.4 0.4 1.1 -0.596
C 0.4185 -3.0218 -1.0585 0.1 -0.1 -0.2 -0.587
C 0.2715 -4.3585 -0.8408 0.0 0.5 0.3 -0.039
N 0.5937 -5.4209 -1.7445 0.0 -0.2 -0.2 1.052
O 1.1014 -5.0905 -2.7926 0.0 0.0 0.1 -0.597
O 0.3252 -6.5597 -1.4054 0.0 0.1 0.0 -0.600
C -0.8666 -2.9881 2.3137 0.1 -0.1 0.0 -0.773
H -4.6699 -6.7709 4.8806 0.0 0.0 0.0 0.391
H -3.4659 -8.0259 4.5467 0.0 0.0 0.1 0.368
H -4.9148 -7.9142 3.5481 0.0 0.0 0.0 0.377
H -2.6489 -5.8450 3.6440 0.0 0.1 0.0 0.260
H -4.1300 -5.7226 2.6249 0.0 0.0 0.0 0.357
H -2.7275 -5.4349 0.5719 0.0 0.0 -0.1 0.225
H -1.9292 -6.7909 -0.2750 0.0 0.0 0.0 0.451
H 0.1085 -6.5141 0.9360 0.1 0.1 0.1 0.309
H -0.6398 -5.5392 2.1927 0.1 0.1 0.0 0.637
H 0.8095 -2.5234 -1.9292 0.1 -0.1 0.0 0.597
H -1.8099 -3.4921 2.5302 0.0 0.0 0.0 0.189
H -0.9801 -1.9149 2.4369 0.0 0.0 0.0 -0.397
H -0.1220 -3.3276 3.0364 0.0 0.0 0.0 0.502
```
Positions in Å, forces in eV/Å.

The HOMO energy (alpha / beta) comes out at -0.3707 / -0.3708 Ha. As for the net charge: +1. Its energy above the lowest of the compared OMol25 structures with the same formula, charge and spin is 30.6 kcal/mol. For the molecular weight, the calculation gives 784.9 g/mol. The largest force on an atom comes out at 2.1 eV/A.